Record 1
Molecular formula: C29H45Cl2N5O2SSi4Sn
Method: DFT, ωB97M-V with the def2-TZVPD basis set

```
89
Properties=species:S:1:pos:R:3
Sn 0.059 -0.097 0.239
C 4.424 -0.324 -1.109
C 2.933 -0.207 -1.035
N 2.306 0.089 0.108
N 3.095 0.194 1.227
C 2.609 0.320 2.452
N 3.526 0.605 3.420
S 0.992 0.079 2.868
C 2.093 -0.424 -2.151
C 2.533 -0.853 -3.433
C 1.620 -1.126 -4.412
C 0.239 -0.991 -4.148
C -0.128 -0.568 -2.898
N 0.750 -0.267 -1.930
H 4.914 0.555 -0.678
H 4.767 -0.380 -2.137
H 4.787 -1.212 -0.582
H 4.071 0.401 1.080
H 4.345 1.134 3.161
H 3.127 0.855 4.309
H 3.586 -0.981 -3.632
H 1.958 -1.453 -5.386
H -0.510 -1.205 -4.896
H -1.171 -0.450 -2.627
Cl -0.468 8.725 -0.596
C -0.092 7.052 -0.289
C -1.118 6.127 -0.215
C -0.808 4.796 0.020
C 0.508 4.393 0.194
C 1.523 5.343 0.128
C 1.232 6.673 -0.122
C 0.875 2.956 0.478
O 1.965 2.729 0.982
O -0.035 2.084 0.150
H -2.144 6.447 -0.343
H -1.592 4.058 0.073
H 2.544 5.021 0.281
H 2.016 7.415 -0.186
Cl -0.036 -5.677 2.687
C 0.373 -4.911 1.190
C 0.272 -5.598 -0.005
C 0.598 -4.925 -1.171
C 1.004 -3.602 -1.089
N 1.093 -2.943 0.067
C 0.785 -3.587 1.189
H -0.059 -6.627 -0.018
H 0.530 -5.417 -2.131
H 1.260 -3.043 -1.983
H 0.850 -3.025 2.116
C -5.319 -2.315 -0.444
Si -3.462 -2.054 -0.319
C -2.674 -2.842 -1.833
C -2.827 -3.025 1.164
Si -2.934 0.215 -0.125
Si -3.815 1.423 -1.927
C -3.471 0.640 -3.600
C -5.685 1.481 -1.730
C -3.158 3.170 -1.998
Si -3.498 0.959 2.014
C -2.767 -0.196 3.298
C -5.365 0.961 2.216
C -2.849 2.674 2.369
H -5.562 -3.380 -0.491
H -5.725 -1.837 -1.338
H -5.832 -1.887 0.421
H -2.964 -3.896 -1.881
H -1.583 -2.800 -1.776
H -2.981 -2.365 -2.766
H -2.660 -4.071 0.888
H -3.542 -3.009 1.988
H -1.882 -2.621 1.535
H -3.691 -0.429 -3.624
H -2.436 0.787 -3.912
H -4.112 1.128 -4.340
H -6.119 0.481 -1.787
H -6.131 2.090 -2.522
H -5.972 1.912 -0.769
H -2.068 3.172 -1.925
H -3.555 3.785 -1.186
H -3.440 3.638 -2.946
H -3.203 -1.194 3.248
H -2.950 0.206 4.298
H -1.687 -0.298 3.174
H -5.774 -0.046 2.116
H -5.844 1.591 1.464
H -5.641 1.344 3.203
H -1.784 2.736 2.137
H -2.983 2.906 3.429
H -3.371 3.438 1.787
```

Output
Orbital gap (alpha / beta) = 5.4733 / 5.4158 eV
HOMO energy (alpha / beta) = -6.0 / -5.8 eV
Molecular weight = 829.74 g/mol


Record 2
Molecular formula: C29H45Cl5FN2O6
Method: DFT, ωB97M-V with the def2-TZVPD basis set

```
88
Properties=species:S:1:pos:R:3
C -0.307 1.985 5.716
C 0.773 2.022 4.484
C 0.899 0.491 3.821
C 1.980 0.608 2.611
C 1.528 -0.163 1.196
C 2.984 -0.834 0.705
O 4.083 0.155 0.665
C 4.581 0.377 -0.699
C 5.288 -0.725 -1.684
C 5.825 -0.386 -3.223
C 5.690 1.173 -3.805
C 5.023 2.349 -2.822
C 4.460 1.932 -1.303
C 1.187 0.912 -0.031
N -0.261 1.421 -0.017
O -0.640 1.770 1.255
C -0.427 2.729 -0.738
C 0.603 3.938 -0.183
C -1.863 3.508 -0.631
C -2.654 3.660 -2.099
C -4.216 3.065 -2.021
C -1.033 0.209 -0.561
Cl -2.908 0.356 -0.289
C -1.037 0.143 -2.235
C -2.144 -0.913 -2.868
C -3.396 -0.136 -3.659
O -3.215 0.547 -4.809
O -4.734 -0.304 -3.012
C -0.504 -1.239 0.113
C 0.270 -2.225 -0.940
C 1.187 -3.432 -0.365
O 1.134 -4.104 0.776
O 2.254 -3.945 -1.297
C -1.762 -2.178 0.692
C -2.269 -1.798 2.204
C -3.937 -1.816 2.334
F -1.807 -2.829 3.207
N 0.392 -1.084 1.297
H -0.676 0.856 5.804
H 0.185 2.281 6.735
H -1.235 2.656 5.425
H 1.847 2.392 4.773
H 0.398 2.764 3.627
H -0.188 0.190 3.527
H 1.314 -0.196 4.697
H 3.010 0.180 3.037
H 2.193 1.718 2.305
H 2.849 -1.200 -0.423
H 3.219 -1.762 1.382
H 5.393 -1.845 -1.289
H 6.277 -1.280 -3.826
H 6.060 1.457 -4.900
H 4.940 3.484 -3.182
H 3.989 2.812 -0.649
H 2.018 1.706 0.111
H 1.461 0.357 -1.052
H -1.085 1.023 1.728
H -0.136 2.705 -1.896
H 0.513 4.096 0.973
H 1.725 3.747 -0.546
H 0.321 4.967 -0.723
H -1.774 4.649 -0.279
H -2.609 3.070 0.192
H -2.808 4.817 -2.356
H -2.042 3.228 -2.996
H -4.468 2.633 -0.937
H -4.974 3.977 -2.154
H -4.465 2.319 -2.887
H -1.434 1.166 -2.713
H 0.045 0.027 -2.686
H -1.558 -1.469 -3.749
H -2.498 -1.750 -2.146
H -5.161 -1.153 -3.379
H 0.982 -1.654 -1.711
H -0.589 -2.773 -1.566
H 1.907 -4.737 -1.808
H -1.291 -3.269 0.849
H -2.606 -2.384 -0.087
H -1.916 -0.771 2.619
H -4.293 -0.757 1.980
H -4.138 -2.001 3.495
H -4.403 -2.689 1.703
H 0.478 -1.896 1.924
C -1.161 -7.386 0.253
Cl 0.331 -6.916 -0.599
Cl -1.562 -6.152 1.475
Cl -2.498 -7.519 -0.917
Cl -0.916 -8.958 1.056
```

Output
Orbital gap = 8.0243 eV
HOMO energy = -10.8 eV
Total charge = +1
Molecular weight = 713.95 g/mol


Record 3
Molecular formula: C29H45F12N3O3SSi
Method: DFT, ωB97M-V with the def2-TZVPD basis set

```
94
Properties=species:S:1:pos:R:3
C 1.666 0.925 6.204
C 1.570 0.486 4.749
O 2.759 -0.171 4.339
C 2.682 -1.557 4.074
C 3.021 -1.845 2.610
O 2.130 -2.812 2.084
C 2.011 -2.833 0.678
C 0.654 -2.323 0.194
C 0.150 -2.990 -1.103
F -0.393 -4.245 -0.791
C 1.201 -3.225 -2.178
C 0.651 -3.725 -3.518
C 1.547 -3.446 -4.735
C 2.024 -2.000 -4.912
N 3.471 -1.927 -5.211
C 4.319 -2.542 -4.235
N 4.860 -3.673 -4.389
N 4.576 -1.797 -3.079
C -0.981 -2.037 -1.439
O -0.437 -0.752 -1.230
C 0.408 -0.797 -0.058
C 1.677 -0.022 -0.454
C 1.366 1.326 -1.123
C 2.525 1.793 -1.967
F 3.714 1.471 -1.373
F 2.538 1.174 -3.195
C 2.676 3.329 -2.216
F 2.888 3.912 -1.019
F 3.749 3.531 -2.998
S 1.204 4.246 -3.013
F 1.925 4.337 -4.418
F 1.845 5.628 -2.580
F 0.419 4.147 -1.627
F 0.522 2.878 -3.479
F -0.023 5.028 -3.614
C -0.315 -0.157 1.169
F 0.085 1.156 1.290
F 0.194 -0.762 2.301
C -1.836 -0.235 1.196
C -2.527 1.022 1.725
Si -4.403 0.867 1.838
C -4.884 -0.253 3.255
C -5.077 0.138 0.249
C -5.061 2.603 2.103
C -5.226 3.474 1.023
C -5.664 4.778 1.207
C -5.948 5.240 2.483
C -5.797 4.392 3.570
C -5.358 3.090 3.378
H 0.677 1.191 6.586
H 2.308 1.801 6.308
H 2.070 0.128 6.828
H 0.699 -0.156 4.593
H 1.434 1.360 4.105
H 3.403 -2.058 4.726
H 1.693 -1.963 4.302
H 2.974 -0.899 2.064
H 4.051 -2.217 2.529
H 2.088 -3.880 0.372
H 2.852 -2.306 0.215
H -0.057 -2.678 0.946
H 1.803 -2.327 -2.312
H 1.868 -3.995 -1.780
H 0.524 -4.808 -3.455
H -0.345 -3.320 -3.711
H 0.966 -3.718 -5.620
H 2.404 -4.121 -4.727
H 1.525 -1.555 -5.775
H 1.741 -1.378 -4.051
H 3.731 -0.951 -5.308
H 4.601 -4.034 -5.303
H 4.574 -2.364 -2.242
H 3.963 -1.004 -2.972
H -1.398 -2.095 -2.442
H -1.798 -2.268 -0.739
H 2.216 -0.663 -1.154
H 2.308 0.144 0.418
H 1.178 2.083 -0.369
H 0.506 1.235 -1.778
H -2.081 -1.095 1.828
H -2.200 -0.453 0.196
H -2.328 1.862 1.052
H -2.144 1.282 2.716
H -4.504 0.100 4.216
H -4.457 -1.247 3.085
H -5.967 -0.374 3.320
H -6.107 -0.197 0.388
H -4.486 -0.739 -0.031
H -5.045 0.834 -0.591
H -5.009 3.131 0.017
H -5.779 5.434 0.354
H -6.286 6.256 2.632
H -6.018 4.743 4.570
H -5.243 2.433 4.232
```

Output
Orbital gap = 9.6584 eV
HOMO energy = -9.5 eV
Molecular weight = 771.83 g/mol
ΔE to the lowest compared entry with this formula, charge and spin = 0.0 kJ/mol


Record 4
Molecular formula: C29H45F2N6O4Si
Method: DFT, ωB97M-V with the def2-TZVPD basis set

```
87
Properties=species:S:1:pos:R:3
C 2.286 -5.840 1.043
C 2.562 -5.331 -0.002
C 2.966 -4.761 -1.267
N 3.734 -3.508 -1.070
C 4.769 -3.385 -0.272
O 5.330 -4.374 0.474
C 5.539 -4.030 1.718
N 5.688 -3.654 2.784
N 5.214 -2.128 -0.295
C 4.408 -1.402 -1.160
C 4.669 0.060 -1.333
C 3.672 0.923 -0.548
C 3.476 -2.258 -1.654
C 2.347 -1.976 -2.599
F 2.474 -0.672 -2.948
F 2.537 -2.721 -3.719
C 0.936 -2.198 -2.026
C 0.880 -1.984 -0.514
Si -0.881 -1.747 0.180
C -1.984 -3.221 -0.173
C -1.651 -0.196 -0.553
C -0.617 -1.533 2.027
C 0.180 -0.476 2.425
C 0.416 -0.233 3.762
C -0.138 -1.077 4.704
C -0.915 -2.133 4.311
C -1.164 -2.372 2.981
H 2.063 -6.344 1.948
H 2.102 -4.531 -1.874
H 3.602 -5.481 -1.773
H 5.995 -1.750 0.221
H 5.640 0.250 -0.883
H 4.701 0.348 -2.373
H 3.775 0.690 0.510
H 3.911 1.972 -0.669
H 2.650 0.723 -0.835
H 0.245 -1.557 -2.563
H 0.680 -3.222 -2.289
H 1.253 -2.859 0.012
H 1.419 -1.097 -0.205
H -1.498 -4.179 -0.004
H -2.810 -3.159 0.535
H -2.442 -3.174 -1.156
H -1.164 0.673 -0.120
H -1.520 -0.178 -1.634
H -2.714 -0.173 -0.346
H 0.615 0.181 1.684
H 1.046 0.602 4.022
H 0.054 -0.874 5.745
H -1.343 -2.784 5.060
H -1.778 -3.205 2.686
C -3.088 0.530 3.226
O -3.580 -0.087 2.294
N -3.235 1.848 3.438
C -2.613 2.514 4.564
C -4.040 2.625 2.506
H -2.462 0.038 3.984
H -3.376 2.974 5.196
H -1.933 3.292 4.210
H -2.050 1.797 5.158
H -5.058 2.236 2.481
H -3.626 2.550 1.501
H -4.057 3.667 2.814
C -5.026 1.788 -1.609
O -5.342 2.661 -0.824
N -5.893 0.985 -2.251
C -5.456 -0.041 -3.175
C -7.316 1.158 -2.001
H -3.971 1.577 -1.862
H -5.876 0.142 -4.166
H -5.784 -1.023 -2.828
H -4.370 -0.039 -3.248
H -7.621 2.169 -2.271
H -7.528 1.009 -0.942
H -7.879 0.438 -2.590
C 2.399 5.289 -0.659
O 3.222 4.660 -0.018
N 2.474 5.526 -1.981
C 1.460 6.289 -2.687
C 3.609 5.003 -2.721
H 1.505 5.730 -0.190
H 1.006 5.676 -3.467
H 1.909 7.172 -3.145
H 0.685 6.608 -1.995
H 3.640 3.915 -2.635
H 4.537 5.404 -2.314
H 3.522 5.281 -3.768
```

Output
Orbital gap = 7.7334 eV
HOMO energy = -10.6 eV
Total charge = +1
Molecular weight = 607.80 g/mol